(1)
Computed, not measured: a structure of composition C12H23InNO8 in a non-equilibrium geometry, with ωB97M-V/def2-TZVPD.

Each line ends with the natural charge from an NBO analysis.
Cartesian coordinates (Å):
In  0.084  0.801  -0.988  1.00
C  2.392  4.290  -4.259  -0.27
O  2.977  3.787  -3.052  -0.46
C  4.098  4.558  -2.601  -0.10
C  4.735  3.903  -1.386  -0.27
N  4.818  2.455  -1.319  -0.35
C  5.605  2.032  -2.473  -0.28
C  5.596  0.498  -2.639  -0.08
O  4.212  0.076  -2.880  -0.39
C  4.212  -1.012  -3.757  -0.27
H  1.585  3.685  -4.673  0.21
H  3.155  4.432  -5.024  0.21
H  1.911  5.233  -4.000  0.21
H  3.900  5.612  -2.408  0.24
H  4.861  4.503  -3.378  0.21
H  4.257  4.376  -0.528  0.25
H  5.766  4.249  -1.309  0.26
H  5.487  2.368  -0.568  0.39
H  6.654  2.303  -2.354  0.27
H  5.284  2.557  -3.373  0.23
H  5.965  0.051  -1.716  0.23
H  6.280  0.239  -3.447  0.23
H  4.731  -0.755  -4.680  0.22
H  3.178  -1.191  -4.051  0.21
H  4.642  -1.918  -3.329  0.22
C  -9.672  -3.094  -0.756  -0.11
C  -9.814  -1.734  -0.100  -0.12
O  -8.543  -1.172  -0.199  -0.38
C  -7.704  -2.101  -0.670  0.96
O  -6.548  -1.829  -0.722  -0.45
O  -8.317  -3.113  -1.130  -0.41
H  -10.332  -3.186  -1.618  0.24
H  -9.965  -3.880  -0.060  0.23
H  -10.176  -1.765  0.928  0.24
H  -10.508  -1.095  -0.646  0.25
C  -1.821  -3.030  8.389  -0.11
C  -1.032  -4.173  7.781  -0.11
O  -1.236  -4.048  6.394  -0.39
C  -1.751  -2.908  6.129  0.97
O  -1.724  -2.467  4.950  -0.44
O  -2.218  -2.233  7.265  -0.42
H  -1.083  -2.568  9.046  0.22
H  -2.625  -3.465  8.983  0.24
H  -1.312  -5.179  8.094  0.24
H  -0.003  -4.090  8.131  0.23

Cartesian forces, eV/Å:
-0.1 0.0 0.0
-0.3 0.8 0.3
0.5 0.1 0.1
0.0 -1.6 -0.5
-1.7 1.3 0.4
2.3 1.8 -1.1
-1.2 -1.3 -0.7
-1.2 0.6 0.0
2.4 0.9 0.4
-1.1 -0.5 -0.9
0.4 -0.6 0.5
0.0 0.1 0.0
0.2 0.4 -0.3
-0.3 0.0 0.0
0.1 0.4 -0.7
-0.1 -0.6 0.5
0.4 0.4 -0.1
-0.5 -1.0 1.2
0.4 0.0 0.4
-0.3 -0.5 0.0
-0.1 -0.1 0.2
-0.3 -0.3 -0.1
0.3 0.0 -0.1
0.0 -0.1 0.2
0.2 0.0 0.1
-1.5 0.2 0.6
-0.9 -0.1 0.1
-0.4 0.7 0.6
0.8 2.7 0.0
1.6 -0.6 0.1
-0.4 -2.9 -1.0
0.3 -0.1 -0.3
0.5 -0.3 -0.1
0.1 0.0 0.2
-0.1 0.3 -0.1
0.9 -0.9 0.4
0.1 -0.8 1.2
0.9 -1.6 0.2
-0.7 3.6 -2.4
-0.6 -0.7 3.6
0.6 -1.2 -1.6
-0.7 1.0 0.0
-0.6 0.7 -0.2
-0.4 -0.1 -0.2
0.5 0.1 -0.9

Properties
Max |F| ... 4.38 eV/A
Charge ... +3
Lowest unoccupied orbital energy ... -15.1 eV
Electronic energy ... -35823.8195 eV
Gap between HOMO and LUMO ... 1.13 eV
HOMO ... -16.2 eV

---

(2)
Computed, not measured: an isolated molecule of C3H3NO in a non-equilibrium geometry, with ωB97M-V/def2-TZVPD.

Each line ends with the natural charge from an NBO analysis.
Cartesian coordinates (Å):
C  -0.973  -0.102  -0.048  -0.71
C  0.373  0.566  -0.103  0.50
O  0.555  1.723  -0.389  -0.45
C  1.536  -0.306  0.204  0.16
N  2.431  -0.995  0.456  -0.25
H  -1.713  0.618  0.309  0.25
H  -1.254  -0.402  -1.065  0.26
H  -0.962  -0.993  0.583  0.24

Cartesian forces, eV/Å:
-0.1 0.0 0.0
-0.1 0.4 -0.2
-0.1 -0.5 0.2
0.9 -0.6 0.2
-0.9 0.6 -0.2
0.1 -0.1 -0.1
0.1 0.0 0.1
0.0 0.1 -0.1

Properties
Max |F| ... 1.13 eV/A
Lowest unoccupied orbital energy ... -0.4 eV
Electronic energy ... -6696.2494 eV
Gap between HOMO and LUMO ... 10.89 eV
HOMO ... -11.3 eV

---

(3)
Computed, not measured: a structure of composition C2H3BrFI in a non-equilibrium geometry, with ωB97M-V/def2-TZVPD.

Each line ends with the natural charge from an NBO analysis.
Cartesian coordinates (Å):
C  1.226  -0.362  -0.582  -0.51
C  -1.047  0.395  0.490  0.01
F  -0.869  1.713  0.463  -0.36
Br  -2.231  -0.063  -0.893  0.09
I  -1.130  -0.580  2.339  0.21
H  2.022  0.191  0.015  0.18
H  0.809  -1.306  -0.231  0.19
H  1.220  0.012  -1.601  0.18

Cartesian forces, eV/Å:
0.5 1.4 1.4
1.5 -0.1 -1.2
-0.1 0.1 0.8
-0.4 -0.4 0.0
-0.1 0.3 -0.2
-1.3 -1.1 -0.4
0.5 0.3 -0.5
-0.5 -0.5 0.0

Properties
Max |F| ... 2.03 eV/A
Lowest unoccupied orbital energy (alpha / beta) ... -0.6 / -0.2 eV
Electronic energy ... -82979.1759 eV
Gap between HOMO and LUMO (alpha / beta) ... 8.23 / 8.15 eV
HOMO (alpha / beta) ... -8.8 / -8.4 eV

---

(4)
Computed, not measured: a cluster of 2 separate species, C5H7NO in total in a non-equilibrium geometry, with ωB97M-V/def2-TZVPD.

Each line ends with the Löwdin spin population.
Cartesian coordinates (Å):
C  -0.178  -1.019  -0.676  0.46
C  1.428  2.369  0.394  0.01
C  -0.502  -0.308  -1.574  0.52
C  -0.243  -0.412  1.680  0.04
C  -0.088  -1.531  0.703  0.06
N  1.361  2.183  -0.758  0.02
O  -0.714  0.412  -2.637  0.58
H  -0.354  -0.642  2.764  0.00
H  -0.953  0.345  1.325  0.01
H  0.764  0.208  1.668  0.00
H  -0.980  -2.119  0.716  0.02
H  0.860  -2.094  0.907  0.00
H  -1.716  0.654  -2.733  0.25
H  1.316  1.955  -1.782  0.03

Cartesian forces, eV/Å:
1.6 -2.6 5.0
0.0 0.0 -0.7
-1.5 4.5 -6.2
2.6 3.4 0.9
1.0 -0.8 -1.1
0.1 -0.4 -1.3
2.4 -2.0 2.0
-0.4 -0.4 -1.1
-0.2 -0.4 0.4
-1.9 -1.2 0.0
-0.5 -1.2 0.5
-1.1 0.2 -0.4
-2.1 0.5 -0.1
0.0 0.5 1.9

Properties
Max |F| ... 7.82 eV/A
Lowest unoccupied orbital energy (alpha / beta) ... 0.7 / -4.1 eV
Electronic energy ... -8826.6065 eV
⟨S²⟩ ... 2.01
Spin multiplicity ... 3
Gap between HOMO and LUMO (alpha / beta) ... 4.87 / 7.56 eV
HOMO (alpha / beta) ... -4.2 / -11.7 eV